Entry 1:
{
  "formula": "C3H4KO3",
  "method": "ωB97M-V with the def2-TZVPD basis set",
  "symbols": ["C", "C", "H", "H", "H", "O", "C", "O", "O", "K", "H"],
  "xyz": [[-2.361, -1.045, -0.296], [-1.108, -1.523, -0.237], [-3.074, -1.533, -0.961], [-2.721, -0.347, 0.461], [-0.809, -1.654, -1.326], [-0.212, -1.087, 0.683], [0.607, -0.004, 0.432], [1.492, 0.187, 1.290], [0.459, 0.643, -0.619], [3.071, 2.382, 0.129], [4.656, 3.982, 0.444]],
  "lowdin_charge": [0.016, -0.255, 0.043, 0.061, 0.130, -0.012, -0.807, -0.097, -0.057, 0.328, -0.350],
  "multiplicity": 1,
  "charge": -1,
  "homo_energy_ev": -3.16,
  "e_above_lowest_kcal_mol": 5.7,
  "gap_ev": 5.97
}

***

Entry 2:
{
  "formula": "C7H16O9S3Ti",
  "method": "ωB97M-V with the def2-TZVPD basis set",
  "symbols": ["Ti", "S", "O", "O", "O", "O", "C", "C", "O", "C", "O", "O", "H", "H", "H", "H", "C", "S", "O", "C", "H", "H", "H", "H", "H", "H", "C", "S", "O", "C", "H", "H", "H", "H", "H", "H"],
  "xyz": [[0.366, -12.037, -19.721], [-1.863, -10.366, -20.082], [-1.891, -11.842, -19.901], [-1.844, -9.736, -18.754], [-0.518, -10.233, -20.739], [-2.891, -9.834, -20.947], [2.643, -16.635, -22.020], [3.430, -15.425, -22.511], [2.541, -14.345, -22.281], [1.644, -14.709, -21.360], [0.936, -13.968, -20.750], [1.628, -16.031, -21.208], [3.221, -17.356, -21.439], [2.143, -17.207, -22.806], [3.647, -15.423, -23.579], [4.364, -15.356, -21.943], [4.738, -10.058, -19.828], [2.927, -10.027, -19.789], [2.448, -11.479, -19.768], [2.776, -9.342, -18.115], [5.223, -9.133, -20.133], [4.984, -10.719, -20.667], [5.098, -10.510, -18.908], [3.377, -9.926, -17.422], [1.709, -9.401, -17.904], [3.133, -8.314, -18.143], [0.208, -16.048, -18.091], [1.463, -14.888, -17.531], [0.888, -13.533, -17.861], [1.214, -15.141, -15.773], [0.665, -17.043, -18.048], [0.012, -15.889, -19.149], [-0.710, -15.999, -17.512], [1.164, -16.195, -15.497], [0.269, -14.725, -15.414], [2.025, -14.660, -15.229]],
  "lowdin_charge": [0.968, 0.203, -0.465, -0.403, -0.483, -0.353, -0.178, -0.189, 0.082, -0.569, 0.059, 0.047, 0.080, 0.119, 0.122, 0.082, -0.263, 0.882, -0.624, -0.233, 0.054, 0.047, 0.048, 0.055, 0.057, 0.059, -0.272, 0.665, -0.608, -0.285, 0.047, 0.036, 0.061, 0.050, 0.062, 0.040],
  "multiplicity": 4,
  "charge": -1,
  "s2": 3.753,
  "homo_energy_ev": [0.00, -5.21],
  "e_above_lowest_kcal_mol": 0.0,
  "gap_ev": [2.01, 7.45]
}

***

Entry 3:
{
  "formula": "C6H5NO",
  "method": "ωB97M-V with the def2-TZVPD basis set",
  "symbols": ["C", "C", "C", "C", "C", "C", "H", "H", "H", "H", "H", "N", "O"],
  "xyz": [[-1.824, -0.001, -0.379], [-0.403, 0.132, -0.016], [0.667, 1.375, 0.045], [1.838, 0.565, -0.075], [1.878, -0.699, -0.288], [0.522, -1.041, -0.227], [0.730, 2.027, 1.000], [0.442, 2.339, -0.624], [2.652, 1.184, -0.249], [2.550, -1.362, -0.769], [-0.002, -1.729, -1.143], [-3.070, 0.145, -0.167], [-0.119, -0.683, 1.074]],
  "lowdin_charge": [-0.054, -0.411, -0.055, -0.150, -0.037, -0.209, 0.147, 0.163, 0.099, 0.119, 0.215, 0.137, 0.035],
  "multiplicity": 1,
  "homo_energy_ev": -9.81,
  "e_above_lowest_kcal_mol": 106.0,
  "gap_ev": 10.40,
  "smiles": "N#C[C@]12CC=C[C@H]1O2"
}

***

Entry 4:
{
  "formula": "C37H41As2F2N3PRuS",
  "method": "ωB97M-V with the def2-TZVPD basis set",
  "symbols": ["Ru", "C", "As", "C", "C", "C", "C", "C", "C", "C", "As", "C", "C", "H", "H", "H", "H", "H", "H", "H", "H", "H", "H", "H", "H", "H", "H", "H", "H", "F", "C", "C", "C", "C", "C", "F", "C", "C", "C", "C", "C", "C", "N", "H", "H", "H", "H", "H", "H", "S", "C", "N", "C", "C", "N", "H", "H", "H", "H", "H", "H", "C", "P", "C", "C", "C", "C", "C", "C", "C", "C", "C", "C", "C", "C", "H", "H", "H", "H", "H", "H", "H", "H", "H", "H", "H", "H", "H"],
  "xyz": [[0.179, -0.202, 0.001], [-0.331, 0.039, 4.114], [0.652, 0.042, 2.433], [1.907, 1.438, 2.920], [1.688, -1.602, 2.538], [1.240, -2.670, 3.400], [2.063, -3.874, 3.472], [3.156, -4.011, 2.688], [3.417, -3.008, 1.712], [2.666, -1.856, 1.573], [2.681, -0.620, 0.023], [4.261, 0.424, 0.463], [3.531, -1.660, -1.373], [-1.112, -0.715, 4.168], [-0.801, 1.020, 4.192], [0.357, -0.074, 4.951], [2.571, 1.120, 3.722], [1.310, 2.285, 3.257], [2.458, 1.754, 2.045], [0.995, -2.310, 4.403], [1.751, -4.664, 4.144], [3.785, -4.888, 2.744], [4.236, -3.191, 1.023], [5.061, -0.287, 0.665], [4.126, 1.061, 1.330], [4.552, 1.027, -0.397], [4.370, -2.235, -0.985], [3.928, -0.948, -2.097], [2.819, -2.309, -1.867], [1.558, -0.083, -5.278], [0.584, -0.043, -4.350], [0.930, -0.203, -3.025], [-0.047, -0.154, -2.029], [-1.383, 0.084, -2.435], [-1.670, 0.232, -3.792], [-2.932, 0.456, -4.195], [-0.712, 0.169, -4.781], [-2.369, 0.194, -1.350], [-3.747, 0.351, -1.505], [-4.564, 0.417, -0.397], [-3.998, 0.341, 0.868], [-2.633, 0.188, 0.957], [-1.826, 0.100, -0.113], [1.974, -0.361, -2.800], [-0.968, 0.285, -5.824], [-4.169, 0.410, -2.494], [-5.632, 0.531, -0.517], [-4.595, 0.408, 1.766], [-2.145, 0.142, 1.919], [0.240, 2.245, -0.131], [0.991, 2.641, -1.631], [2.301, 2.565, -1.921], [2.594, 3.190, -3.224], [1.185, 3.427, -3.811], [0.330, 3.111, -2.667], [2.946, 2.623, -1.151], [3.184, 2.522, -3.847], [3.144, 4.120, -3.086], [0.970, 2.757, -4.642], [1.030, 4.454, -4.134], [-0.675, 3.179, -2.653], [-1.998, -2.838, -0.615], [-0.292, -2.505, -0.062], [0.634, -3.541, -1.247], [1.569, -4.503, -0.863], [2.278, -5.228, -1.810], [2.054, -5.007, -3.161], [1.103, -4.077, -3.557], [0.391, -3.356, -2.609], [-0.325, -3.612, 1.430], [-0.525, -4.955, 1.250], [-0.849, -5.819, 2.311], [-1.099, -5.299, 3.595], [-0.898, -3.978, 3.834], [-0.344, -3.086, 2.806], [-2.150, -3.909, -0.737], [-2.174, -2.346, -1.569], [-2.711, -2.456, 0.118], [1.738, -4.708, 0.184], [2.996, -5.974, -1.494], [2.600, -5.574, -3.903], [0.908, -3.914, -4.609], [-0.347, -2.638, -2.945], [-0.479, -5.374, 0.252], [-0.986, -6.874, 2.120], [-1.463, -5.948, 4.380], [-1.070, -3.561, 4.820], [-0.848, -2.119, 2.823]],
  "lowdin_charge": [0.314, -0.258, 1.069, -0.274, -0.349, -0.210, 0.003, -0.022, -0.023, -0.372, 1.129, -0.254, -0.254, 0.024, 0.048, 0.050, 0.052, 0.045, -0.023, 0.149, 0.135, 0.127, 0.115, 0.045, 0.012, 0.030, 0.041, 0.044, 0.005, 0.080, -0.286, -0.083, -0.282, -0.160, -0.214, 0.083, 0.074, -0.229, 0.024, -0.021, -0.035, -0.140, -0.130, 0.069, 0.143, 0.116, 0.125, 0.117, 0.071, 0.664, -0.771, 0.044, -0.090, -0.086, 0.067, 0.122, 0.120, 0.126, 0.112, 0.128, 0.154, -0.192, 0.956, -0.365, -0.126, -0.061, -0.055, -0.048, -0.094, -0.269, -0.079, 0.019, -0.046, -0.025, -0.206, 0.065, 0.045, 0.056, 0.085, 0.114, 0.116, 0.118, 0.096, 0.115, 0.125, 0.126, 0.133, 0.085],
  "multiplicity": 2,
  "charge": 2,
  "s2": 0.797,
  "homo_energy_ev": [-12.82, -12.93],
  "e_above_lowest_kcal_mol": 78.6,
  "gap_ev": [5.71, 5.52]
}

***

Entry 5:
{
  "formula": "C6H16N2S2",
  "method": "ωB97M-V with the def2-TZVPD basis set",
  "symbols": ["C", "C", "C", "C", "C", "C", "H", "H", "H", "H", "H", "H", "H", "H", "H", "H", "H", "H", "H", "H", "H", "H", "N", "N", "S", "S"],
  "xyz": [[-2.807, -0.350, -0.379], [-1.734, 0.518, -1.018], [-2.259, 1.708, -1.873], [2.242, -0.786, 1.124], [0.812, -1.194, 1.320], [2.680, -0.115, 2.431], [-3.278, 0.188, 0.588], [-2.328, -1.293, -0.077], [-3.570, -0.619, -1.111], [-1.232, 0.809, -0.012], [-2.616, 1.310, -2.818], [-3.250, 1.985, -1.434], [-1.550, 2.667, -1.931], [-1.147, -0.658, -2.613], [2.928, 1.073, 0.154], [2.795, -1.688, 1.033], [0.314, -1.237, 0.284], [0.613, -2.236, 1.838], [0.300, -0.359, 1.892], [2.348, 0.857, 2.466], [2.480, -0.746, 3.332], [3.796, 0.049, 2.280], [-0.684, -0.253, -1.761], [2.284, 0.131, -0.025], [0.635, 0.696, -2.192], [2.230, -0.454, -1.496]],
  "lowdin_charge": [-0.102, -0.565, -0.105, -0.563, -0.119, -0.080, 0.130, 0.067, 0.063, 0.133, 0.062, 0.071, 0.109, 0.086, 0.167, 0.107, 0.048, 0.116, 0.089, 0.038, 0.101, 0.094, -0.466, -0.561, 0.531, 0.546],
  "multiplicity": 1,
  "homo_energy_ev": -8.13,
  "e_above_lowest_kcal_mol": 0.0,
  "gap_ev": 8.98,
  "smiles": "CC(C)NSSNC(C)C"
}

***

Entry 6:
{
  "formula": "C3H4O2",
  "method": "ωB97M-V with the def2-TZVPD basis set",
  "symbols": ["C", "C", "C", "O", "O", "H", "H", "H", "H"],
  "xyz": [[-1.521, -0.200, 0.388], [-1.004, 0.291, -0.676], [1.474, 0.124, -0.241], [1.499, -0.024, 1.068], [2.130, -0.955, 0.187], [-2.570, -0.195, 0.750], [-0.861, -0.600, 1.136], [-1.107, 0.786, -1.626], [1.961, 0.774, -0.987]],
  "lowdin_charge": [-0.113, 0.035, -0.247, 0.025, 0.044, 0.068, 0.038, 0.032, 0.119],
  "multiplicity": 1,
  "homo_energy_ev": [-8.37, -8.46],
  "e_above_lowest_kcal_mol": 198.5,
  "gap_ev": [8.92, 8.94]
}

***

Entry 7:
{
  "formula": "C5H8O",
  "method": "ωB97M-V with the def2-TZVPD basis set",
  "symbols": ["O", "C", "C", "C", "C", "C", "H", "H", "H", "H", "H", "H", "H", "H"],
  "xyz": [[1.132, 1.819, -0.372], [1.718, 0.805, -0.072], [1.040, -0.281, 0.722], [-0.124, -0.538, -0.248], [-1.538, -0.858, 0.051], [-1.041, 0.591, -0.488], [2.687, 0.576, -0.552], [1.695, -1.137, 0.939], [0.611, 0.097, 1.657], [0.169, -0.989, -1.199], [-1.942, -1.777, -0.406], [-1.933, -0.710, 1.052], [-1.113, 1.076, -1.467], [-1.157, 1.322, 0.313]],
  "lowdin_charge": [0.024, -0.258, -0.101, -0.377, -0.071, -0.108, 0.123, 0.112, 0.126, 0.145, 0.094, 0.085, 0.105, 0.101],
  "multiplicity": 1,
  "homo_energy_ev": -9.32,
  "e_above_lowest_kcal_mol": 53.3,
  "gap_ev": 10.41,
  "smiles": "O=CCC1CC1"
}

***

Entry 8:
{
  "formula": "C8H10ClF8O6P",
  "method": "ωB97M-V with the def2-TZVPD basis set",
  "symbols": ["C", "O", "C", "O", "C", "O", "O", "P", "O", "Cl", "H", "H", "H", "H", "H", "H", "C", "C", "C", "F", "F", "F", "F", "O", "C", "C", "F", "F", "F", "F", "H", "H", "H", "H"],
  "xyz": [[2.384, 3.158, 1.409], [2.311, 4.401, 0.728], [1.073, 5.023, 0.715], [0.473, 4.997, 2.008], [-0.602, 4.264, 2.313], [-0.883, 3.976, 3.429], [-1.409, 3.990, 1.232], [-1.523, 2.413, 0.729], [-2.805, 1.957, 1.598], [-2.403, 2.872, -1.067], [3.235, 2.624, 0.993], [2.544, 3.312, 2.477], [1.489, 2.549, 1.253], [0.405, 4.589, -0.034], [1.255, 6.069, 0.483], [-2.739, 1.020, 1.823], [0.043, -3.791, -2.401], [1.004, -4.349, -1.346], [0.395, -5.033, -0.116], [-0.371, -4.169, 0.581], [1.398, -5.454, 0.683], [1.882, -3.404, -0.961], [1.700, -5.343, -1.979], [-0.240, -2.409, -2.334], [-1.266, -1.909, -1.593], [-0.761, -0.947, -0.506], [0.127, -1.548, 0.301], [-1.826, -0.562, 0.249], [-2.042, -2.873, -1.070], [-2.043, -1.162, -2.411], [0.576, -3.910, -3.344], [-0.865, -4.392, -2.459], [-0.207, -5.894, -0.417], [-0.308, -0.065, -0.963]],
  "lowdin_charge": [-0.071, -0.127, -0.197, 0.066, -0.643, 0.174, -0.269, 0.525, -0.271, 0.284, 0.093, 0.098, 0.065, 0.126, 0.145, 0.053, -0.040, -0.444, -0.306, 0.094, 0.103, 0.142, 0.098, 0.057, -0.549, -0.290, 0.109, 0.045, 0.153, 0.143, 0.151, 0.149, 0.173, 0.161],
  "multiplicity": 1,
  "homo_energy_ev": -10.24,
  "gap_ev": 10.74,
  "smiles": "FC(F)C(F)(F)COC(F)(F)C(F)F.COCOC(=O)OP(O)Cl"
}